Density functional theory data (the ωB97M-V functional and the def2-TZVPD basis) for C16H19CuF6N4O2PS2 as an isolated structure in a non-equilibrium geometry.

Positions of all 51 atoms, in Å:
Cu (-0.6160, 0.0797, -0.8440)
C (-6.1877, 3.2037, -3.9125)
C (-4.9624, 3.1457, -3.0432)
C (-4.0730, 4.2168, -3.0043)
C (-2.9655, 4.1902, -2.1729)
C (-2.7472, 3.0784, -1.3777)
C (-3.6174, 1.9988, -1.3959)
C (-4.7140, 2.0354, -2.2385)
S (-1.4261, 3.1207, -0.2044)
O (-1.9639, 2.7163, 1.0640)
O (-0.7555, 4.3894, -0.3001)
N (-0.4248, 1.9425, -0.7897)
C (0.8841, 1.8169, -0.4210)
C (1.7263, 2.7422, 0.2172)
C (2.9932, 2.3274, 0.5485)
C (3.4152, 1.0228, 0.2731)
C (2.5322, 0.1704, -0.3448)
N (1.3193, 0.5748, -0.7271)
H (-5.9920, 3.7560, -4.8309)
H (-6.9970, 3.7138, -3.3854)
H (-6.5358, 2.2048, -4.1714)
H (-4.2554, 5.0835, -3.6280)
H (-2.2673, 5.0155, -2.1295)
H (-3.4425, 1.1490, -0.7494)
H (-5.3962, 1.1942, -2.2594)
H (1.3583, 3.7263, 0.4568)
H (3.6651, 3.0103, 1.0522)
H (4.4040, 0.6825, 0.5414)
H (2.7918, -0.8495, -0.5981)
F (-1.5754, -1.4566, 0.3297)
P (-1.8200, -2.3426, -1.0561)
F (-0.2600, -1.9202, -1.4663)
F (-2.2758, -0.8843, -1.7565)
F (-1.9890, -3.0620, -2.4534)
F (-1.2905, -3.6433, -0.3295)
F (-3.3256, -2.5989, -0.6348)
S (0.3820, 0.4026, 2.4509)
C (0.1705, 0.0816, 4.0879)
N (1.2148, -0.2658, 4.8617)
C (1.1357, -0.5165, 6.2933)
C (-0.0314, 0.2695, 6.8695)
C (-1.2854, -0.0662, 6.0774)
N (-1.0354, 0.1793, 4.6653)
H (2.0925, -0.3582, 4.3841)
H (2.0726, -0.2047, 6.7546)
H (1.0039, -1.5857, 6.4902)
H (0.1752, 1.3373, 6.7758)
H (-0.1692, 0.0268, 7.9221)
H (-2.1197, 0.5562, 6.3979)
H (-1.5626, -1.1128, 6.2414)
H (-1.7885, 0.4562, 4.0602)

Calculated values
2S+1	2
HOMO level (spin up / spin down)	-8.10 / -8.10	eV
⟨S²⟩	0.754

Results of the Mulliken charge analysis, in e, for atoms 1 through 8: number 1, Cu, carries -0.20; number 2, C, carries -1.44; number 3, C, carries 0.90; number 4, C, carries -0.73; number 5, C, carries -0.37; number 6, C, carries 0.26; number 7, C, carries -0.54; number 8, C, carries -1.07